Record 1
DFT (wB97M-V/def2-TZVPD) results for a structure of composition C2H6N4O2.

Geometry as XYZ:
```
14
Properties=species:S:1:pos:R:3:forces:R:3:lowdin_charge:R:1
C 0.8692 -0.6102 -0.1017 5.564 1.582 -6.126 -0.703
C -0.3594 1.4324 1.2231 -0.372 3.405 -2.421 -0.260
H 0.6606 -1.0956 -2.1046 2.204 -2.118 3.800 0.177
H -0.2027 -2.2430 -1.2956 4.329 1.418 1.894 0.191
H 2.2748 0.2122 -1.0382 0.068 0.085 -0.456 0.040
H -0.8057 -1.0936 0.8704 1.532 -0.317 -0.370 0.162
H 0.3486 2.2519 1.0865 -0.047 0.013 1.229 0.124
H -2.3007 0.7612 -0.7995 0.493 -1.930 4.525 0.228
N 1.0128 -1.7181 -1.0362 -7.063 0.579 -5.395 0.025
N 1.6385 0.4143 -0.2850 -0.779 -0.479 0.806 0.131
N 0.1949 -0.7875 0.9390 -6.256 -1.385 5.550 0.062
N -1.3907 1.6613 0.4724 3.357 0.492 2.330 -0.026
O 0.0771 0.3215 1.8066 0.566 -0.784 0.673 -0.007
O -2.0173 0.4932 0.2627 -3.596 -0.561 -6.037 -0.142
```
Positions in Å, forces in eV/Å.

LUMO energy in eV: -0.15
Molar mass in Da: 118.10
Relative energy (zero: lowest compared OMol25 entry of this formula, charge and spin) in kJ/mol: 755.78

---

Record 2
DFT (wB97M-V/def2-TZVPD) results for the molecule C2H6N4O2.

Geometry as XYZ:
```
14
Properties=species:S:1:pos:R:3:forces:R:3:lowdin_charge:R:1
C -0.3330 0.0997 -0.4804 -3.629 3.746 3.431 -0.293
C 0.8244 -0.7000 -0.5811 3.765 -1.007 -3.848 -0.368
H -0.5152 -0.3886 2.4514 0.617 1.315 -1.455 0.137
H 0.0318 1.1408 2.3645 0.221 0.751 0.860 0.071
H -0.5132 -0.1019 -2.5100 -1.897 1.383 2.451 0.206
H -2.1003 1.5230 -0.7440 -1.863 -2.970 -3.367 0.234
H 1.3421 -0.4805 1.3264 -0.556 0.474 2.511 -0.025
H 2.4690 -1.4867 0.2653 -1.100 1.610 0.929 0.148
N 0.0474 0.2981 1.8416 -2.222 -0.686 1.011 -0.063
N -0.7050 0.7170 0.6699 -0.191 -1.845 -2.627 0.011
N -0.9944 0.4233 -1.6444 5.585 -3.575 -1.530 -0.124
N 1.7534 -0.7296 0.4851 1.117 -3.601 -7.070 0.161
O -2.2765 0.7423 -1.6197 -1.050 4.687 4.327 -0.071
O 0.9695 -1.0568 -1.8247 1.200 -0.281 4.376 -0.024
```
Positions in Å, forces in eV/Å.

LUMO energy in eV: -0.01
Molar mass in Da: 118.10
Relative energy (zero: lowest compared OMol25 entry of this formula, charge and spin) in kJ/mol: 468.89

---

Record 3
DFT (wB97M-V/def2-TZVPD) results for the molecule C2H6N4O2.

Geometry as XYZ:
```
14
Properties=species:S:1:pos:R:3:forces:R:3:lowdin_charge:R:1
C -1.5130 -0.1007 -0.0208 -4.940 -0.830 0.755 -0.263
C 1.7228 -0.8763 -0.0730 -0.525 0.713 0.690 -0.155
H -4.6290 0.3959 -0.3914 2.591 0.029 0.781 0.095
H -3.1213 1.4816 -0.1236 -2.028 -2.035 -0.122 0.085
H -1.1875 0.9561 -0.4104 -0.906 -2.139 0.753 0.143
H 1.8939 -1.9687 0.0550 -1.215 0.567 -0.227 0.150
H 3.6182 -0.7184 -0.4766 0.909 -0.903 -0.236 0.116
H 3.4056 1.2751 1.0094 -0.812 -0.280 -3.012 0.173
N -3.6664 0.5613 0.0391 0.088 1.641 0.411 -0.122
N -2.7678 -0.5102 0.3309 3.680 2.837 -2.715 -0.034
N 0.6548 -0.1478 -0.2305 1.493 -2.865 1.370 0.088
N 2.9879 -0.3289 0.1897 -0.940 -1.768 -0.961 -0.114
O -0.5352 -1.0202 0.0650 1.852 1.883 -0.812 -0.095
O 3.1369 1.0012 0.0373 0.753 3.148 3.325 -0.067
```
Positions in Å, forces in eV/Å.

LUMO energy in eV: 0.55
Molar mass in Da: 118.10
Relative energy (zero: lowest compared OMol25 entry of this formula, charge and spin) in kJ/mol: 634.08

---

Record 4
DFT (wB97M-V/def2-TZVPD) results for the molecule C2H6N4O2.

Geometry as XYZ:
```
14
Properties=species:S:1:pos:R:3:forces:R:3:lowdin_charge:R:1
C -0.9370 1.1222 -0.1128 -0.903 0.915 -1.009 -0.254
C 0.9433 -1.1159 0.0472 0.829 -0.735 -1.981 -0.237
H -2.8210 -1.1138 -0.7969 0.671 0.235 0.373 0.099
H -0.8060 2.1292 -0.5468 0.230 -0.409 0.710 0.131
H 0.5009 1.4182 1.2590 -0.857 -0.771 -0.299 0.132
H -0.6226 -1.0892 1.3324 0.728 -0.628 -0.214 0.111
H 0.6692 -2.1410 -0.2700 0.237 0.615 0.503 0.130
H 2.9062 0.8754 -0.9491 0.071 0.259 0.060 0.087
N -1.8450 0.5096 -0.7605 0.247 -0.963 -0.030 0.011
N -0.2653 0.7565 1.0266 2.004 0.612 0.207 0.007
N 0.2275 -0.5901 1.0860 -1.268 0.907 1.061 0.000
N 1.8916 -0.6209 -0.6783 -1.373 -0.806 0.868 -0.013
O -2.0264 -0.8397 -0.2969 -0.799 0.444 -0.369 -0.112
O 2.1846 0.6994 -0.3401 0.182 0.324 0.119 -0.091
```
Positions in Å, forces in eV/Å.

LUMO energy in eV: 0.73
Molar mass in Da: 118.10
Relative energy (zero: lowest compared OMol25 entry of this formula, charge and spin) in kJ/mol: 426.23

---

Record 5
DFT (wB97M-V/def2-TZVPD) results for the molecule C2H6N4O2.

Geometry as XYZ:
```
14
Properties=species:S:1:pos:R:3:forces:R:3:lowdin_charge:R:1
C 1.1059 -1.1888 0.0839 -1.028 -0.427 -0.256 -0.481
C -1.0869 1.3635 -0.0456 1.050 1.922 -0.151 -0.589
H 0.4310 -3.1253 -0.4622 1.522 1.422 0.168 0.123
H 1.9348 -3.0149 0.3144 0.272 0.003 0.424 0.077
H 1.5321 0.3224 1.1912 -0.340 1.195 -0.208 0.034
H 0.1606 1.1094 -1.5782 0.155 0.500 0.288 0.151
H -2.6933 0.8879 1.2624 2.199 -0.280 -1.293 0.164
H -1.6705 -0.3994 0.7044 0.195 -0.948 -0.070 0.077
N 1.2983 -2.5381 -0.2899 -2.071 0.313 -0.596 0.103
N 1.7131 -0.6348 1.0292 0.332 -1.560 -0.474 0.157
N 0.0790 0.7880 -0.6179 -0.381 0.052 -0.572 0.037
N -1.7870 0.5769 0.7887 -2.387 0.918 1.186 0.182
O 0.0703 -0.5892 -0.7552 1.311 -2.082 1.205 -0.080
O -1.1869 2.5676 -0.2488 -0.830 -1.028 0.348 0.045
```
Positions in Å, forces in eV/Å.

LUMO energy in eV: 0.56
Molar mass in Da: 118.10
Relative energy (zero: lowest compared OMol25 entry of this formula, charge and spin) in kJ/mol: 89.81

---

Record 6
DFT (wB97M-V/def2-TZVPD) results for the molecule C2H6N4O2.

Geometry as XYZ:
```
14
Properties=species:S:1:pos:R:3:forces:R:3:lowdin_charge:R:1
C -0.4754 0.1395 1.3759 -1.572 -0.814 0.210 -0.554
C 0.2552 -0.0419 -0.8825 0.561 -0.312 1.317 -0.494
H -0.8541 2.1515 1.6583 0.303 0.469 -0.736 0.094
H -1.7439 1.1771 2.6435 -0.386 -0.644 0.645 0.097
H 0.1039 -1.6514 1.3582 -1.354 0.350 -0.493 0.086
H -1.0648 -1.3109 -0.5083 -0.546 -0.522 0.781 0.040
H 2.0501 0.6832 -1.1292 -0.513 -0.186 -1.110 0.155
H 0.9581 -1.0983 -2.7035 -0.286 -0.064 0.307 0.060
N -0.9693 1.2416 2.0304 0.138 -0.953 -0.238 0.181
N -0.7601 -1.0988 1.5706 1.243 0.678 1.516 0.104
N -0.3960 -1.0459 -1.1901 -0.465 -0.358 -1.858 0.182
N 1.1816 0.5682 -1.6957 0.825 -0.920 -0.875 0.039
O 0.3179 0.5414 0.3748 1.648 1.662 -0.967 0.056
O 1.3966 -0.2552 -2.9024 0.405 1.611 1.501 -0.046
```
Positions in Å, forces in eV/Å.

LUMO energy in eV: 0.58
Molar mass in Da: 118.10
Relative energy (zero: lowest compared OMol25 entry of this formula, charge and spin) in kJ/mol: 213.49

---

Record 7
DFT (wB97M-V/def2-TZVPD) results for the molecule C2H6N4O3.

Geometry as XYZ:
```
15
Properties=species:S:1:pos:R:3:forces:R:3:lowdin_charge:R:1
C -0.5746 -0.0847 -0.2885 0.282 -0.141 -1.000 -0.397
C 1.3023 1.2347 1.4999 1.394 0.344 0.894 -0.342
H 1.2756 -2.5015 -0.9619 -1.848 1.212 2.511 0.132
H 1.3886 -1.7045 0.5789 -2.334 0.246 -1.716 0.113
H -2.3923 0.4498 -0.9103 3.385 2.308 -0.820 0.205
H -1.0483 -0.1960 -2.5777 0.618 1.507 -0.178 0.093
H -1.4313 0.1596 1.5997 -0.655 -0.063 -0.225 0.129
H 1.7541 2.2696 1.6547 -0.117 -1.284 -0.231 0.166
N 0.6502 -1.9834 -0.1878 4.383 -2.575 -1.381 -0.039
N 0.0173 -1.0291 -0.9283 -0.900 1.741 1.800 -0.013
N -1.2910 0.9516 -1.0572 -2.977 -3.066 0.529 -0.043
N -0.5418 0.0799 1.1408 -0.309 0.354 -0.930 0.075
O -0.9402 0.7960 -2.4484 -1.101 -1.473 0.996 -0.115
O 0.0003 1.4058 1.3611 -0.570 -0.465 -0.108 -0.013
O 1.8309 0.1522 1.5249 0.748 1.356 -0.141 0.049
```
Positions in Å, forces in eV/Å.

LUMO energy in eV: 0.53
Molar mass in Da: 134.09
Relative energy (zero: lowest compared OMol25 entry of this formula, charge and spin) in kJ/mol: 559.44

---

Record 8
DFT (wB97M-V/def2-TZVPD) results for the molecule C2H6N4O4.

Geometry as XYZ:
```
16
Properties=species:S:1:pos:R:3:forces:R:3:lowdin_charge:R:1
C 0.3706 0.3936 -0.5143 -1.217 1.569 3.973 -0.209
C -0.5306 -0.3983 0.4967 -0.249 1.796 2.092 -0.277
N -0.0132 1.7661 -0.3023 0.641 -1.669 -0.243 0.111
N -0.4839 -1.8032 0.6032 -1.322 -0.745 -0.782 0.096
N 1.7378 0.0159 0.0242 0.672 0.238 -0.370 -0.349
N -1.9282 0.0807 0.1554 0.206 -0.448 0.454 -0.392
O 2.0026 -1.1619 -0.0496 0.547 -0.323 -0.466 0.068
O 2.4206 0.8335 0.6068 -0.562 0.172 -0.260 0.097
O -2.4494 0.8492 0.9334 -0.266 -0.462 -0.576 0.090
O -2.3732 -0.3562 -0.8760 -0.701 0.065 -0.598 0.089
H 0.1304 0.1401 -1.4742 0.268 -1.299 -2.580 0.133
H -0.5267 0.1910 1.4987 1.085 -1.465 -1.265 0.185
H 0.5027 2.0965 0.4898 0.166 0.950 0.064 0.089
H 0.0323 2.2799 -1.1512 0.442 0.862 -0.215 0.091
H -0.8267 -2.2325 -0.2670 -0.040 0.341 0.443 0.106
H 0.4236 -2.2121 0.7394 0.332 0.416 0.328 0.071
```
Positions in Å, forces in eV/Å.

LUMO energy in eV: -0.41
Molar mass in Da: 150.09
Relative energy (zero: lowest compared OMol25 entry of this formula, charge and spin) in kJ/mol: 0.00

---

Record 9
DFT (wB97M-V/def2-TZVPD) results for the molecule C2H6N4OS.

Geometry as XYZ:
```
14
Properties=species:S:1:pos:R:3:forces:R:3:lowdin_charge:R:1
C 1.4889 0.4638 0.6019 1.598 -0.285 0.266 -0.201
C -0.7745 -0.0992 0.0624 -0.362 0.389 0.102 -0.300
H 1.3066 -1.1578 -1.2091 0.112 -0.078 0.028 0.077
H 2.5478 -2.1223 -0.6549 0.282 -0.232 -0.156 0.067
H 1.8171 1.2844 1.2507 -0.231 -0.335 -0.268 0.130
H -0.9225 2.1252 -0.1348 0.796 -0.248 -0.116 0.096
H -0.5586 -1.1345 0.4241 -0.114 0.839 -0.493 0.132
H -4.1766 0.2262 -0.0658 -0.139 0.100 -0.037 -0.158
N 1.7570 -1.5691 -0.3893 0.021 0.767 0.468 -0.009
N 2.2371 -0.5684 0.4861 -1.044 0.104 -0.173 -0.017
N 0.3503 0.6918 -0.1713 -1.054 0.179 0.047 -0.154
N -1.9271 0.4437 -0.1072 0.831 -1.018 0.271 -0.383
O 0.0628 2.0686 -0.2734 -0.537 -0.233 0.042 -0.009
S -3.2083 -0.6524 0.1805 -0.158 0.052 0.018 0.729
```
Positions in Å, forces in eV/Å.

LUMO energy in eV: 0.80
Molar mass in Da: 134.16
Relative energy (zero: lowest compared OMol25 entry of this formula, charge and spin) in kJ/mol: 421.68

---

Record 10
DFT (wB97M-V/def2-TZVPD) results for a structure of composition C2H6N4OS.

Geometry as XYZ:
```
14
Properties=species:S:1:pos:R:3:forces:R:3:lowdin_charge:R:1
C 1.1884 1.4049 -0.3544 -2.077 3.050 2.071 -0.298
C -1.0984 0.4208 -0.2348 0.027 1.247 2.441 -0.761
H 1.2352 -1.0347 0.9850 -0.557 0.542 -3.037 0.161
H 0.0655 -1.6372 -0.4225 4.924 2.622 0.652 0.196
H 0.8915 2.4115 0.0420 -0.669 -1.138 -0.604 0.110
H 2.6205 0.4009 -0.9635 0.323 -0.285 0.119 0.044
H -2.7594 -0.3170 0.4344 -3.313 0.767 1.282 0.047
H -0.8196 -2.2582 0.4114 -2.316 2.488 4.159 0.184
N 1.0710 -0.7843 -0.1111 -3.651 -7.160 1.502 0.025
N 0.2836 0.3183 -0.1510 -1.064 2.687 -0.990 -0.236
N 2.3869 1.3309 -0.6294 1.734 -0.528 -1.254 0.115
N -1.8988 -0.6480 0.2210 5.103 -0.532 -1.925 -0.087
O -1.2825 -1.5076 1.1791 1.016 -2.866 -3.733 -0.124
S -1.8838 1.8998 -0.4061 0.519 -0.893 -0.681 0.625
```
Positions in Å, forces in eV/Å.

LUMO energy in eV: -0.84
Molar mass in Da: 134.16
Relative energy (zero: lowest compared OMol25 entry of this formula, charge and spin) in kJ/mol: 710.04